## w
Here is an isolated ion of composition C5H10NO2 and charge -1 from OMol25. Energies are from ωB97M-V/def2-TZVPD.

Cartesian coordinates (Å):
H -1.162 2.002 -1.247
N -0.779 1.165 -0.708
C 0.487 0.923 -1.222
O 1.014 1.617 -2.057
C 1.441 -0.269 -0.687
C 0.979 -1.594 0.043
C -0.428 -1.543 0.873
C -0.645 -0.365 1.806
O -1.891 0.223 1.529
H 2.054 -0.508 -1.530
H 2.100 0.385 -0.117
H 1.673 -1.828 0.847
H 0.799 -2.429 -0.682
H -1.328 -1.433 0.242
H -0.420 -2.527 1.363
H -0.842 -0.764 2.888
H 0.248 0.399 1.960
H -1.656 0.913 0.574

Properties
Net charge: -1
Multiplicity: 1

natural (NBO) charges, unit e, in atom order:
1 H 0.335
2 N -0.999
3 C 0.666
4 O -0.738
5 C -0.517
6 C -0.398
7 C -0.434
8 C -0.064
9 O -0.845
10 H 0.208
11 H 0.208
12 H 0.185
13 H 0.190
14 H 0.236
15 H 0.175
16 H 0.141
17 H 0.149
18 H 0.505

***

## x
Here is an isolated ion of composition C5H10NO2 and charge -1 from OMol25. Energies are from ωB97M-V/def2-TZVPD.

Cartesian coordinates (Å):
C 2.459 -0.524 0.675
C 1.835 0.740 0.047
C 0.876 0.363 -1.063
O 1.258 -0.191 -2.074
O -0.394 0.703 -0.823
C -1.286 -0.422 -0.587
C -2.623 0.066 0.000
N -2.518 1.047 1.036
H 2.767 -0.337 1.706
H 3.324 -0.849 0.089
H 1.746 -1.355 0.668
H 2.629 1.343 -0.409
H 1.311 1.335 0.796
H -0.806 -1.106 0.129
H -1.414 -0.935 -1.552
H -3.228 0.399 -0.876
H -3.097 -0.882 0.339
H -2.839 0.607 1.898

Properties
Net charge: -1
Multiplicity: 1

natural (NBO) charges, unit e, in atom order:
1 C -0.595
2 C -0.521
3 C 0.831
4 O -0.619
5 O -0.534
6 C -0.089
7 C -0.228
8 N -1.109
9 H 0.201
10 H 0.202
11 H 0.211
12 H 0.208
13 H 0.237
14 H 0.141
15 H 0.151
16 H 0.109
17 H 0.129
18 H 0.275

***

Q: What are the energies relative to the best structure? A: w 0.0000; x 0.0374, in hartree.

***

## w
Here is one molecule with the formula C4H7NS2 from OMol25. Energies are from ωB97M-V/def2-TZVPD.

Cartesian coordinates (Å):
C 1.254 0.668 -0.743
C 0.041 0.098 -0.394
C -0.930 0.616 0.572
N -0.206 1.785 1.167
S -0.558 -1.391 -1.355
C -0.033 -2.796 -0.438
S -1.062 -4.150 -0.803
H 1.803 0.565 -1.732
H 1.694 1.582 -0.201
H -1.392 0.013 1.456
H -1.816 1.051 -0.136
H 0.789 1.793 1.481
H -0.607 2.944 0.833
H 1.022 -2.777 0.294

Properties
Multiplicity: 1

natural (NBO) charges, unit e, in atom order:
1 C -0.384
2 C -0.161
3 C -0.289
4 N -0.911
5 S 0.329
6 C -0.485
7 S -0.036
8 H 0.227
9 H 0.207
10 H 0.239
11 H 0.233
12 H 0.389
13 H 0.384
14 H 0.259

***

## x
Here is one molecule with the formula C4H7NS2 from OMol25. Energies are from ωB97M-V/def2-TZVPD.

Cartesian coordinates (Å):
S -1.378 -2.750 -1.406
C -0.505 -1.482 -0.964
C 0.437 -1.257 0.235
C 0.637 0.205 -0.351
C 0.206 1.426 0.439
S -1.370 1.327 1.247
N -0.325 -0.179 -1.332
H -0.146 -1.118 1.193
H 1.300 -1.877 0.325
H 1.500 0.412 -0.959
H 0.914 1.638 1.185
H 0.136 2.235 -0.301
H -0.798 1.033 2.782
H -0.607 0.388 -2.092

Properties
Multiplicity: 1

natural (NBO) charges, unit e, in atom order:
1 S -0.081
2 C 0.094
3 C -0.468
4 C -0.051
5 C -0.565
6 S -0.022
7 N -0.579
8 H 0.241
9 H 0.234
10 H 0.196
11 H 0.234
12 H 0.221
13 H 0.147
14 H 0.399

***

Q: What are the energies relative to the best structure? A: w 0.1045; x 0.0000, in hartree.

***

## w
Here is one molecule with the formula C4H7NS2 from OMol25. Energies are from ωB97M-V/def2-TZVPD.

Cartesian coordinates (Å):
C -0.229 1.469 0.749
C 0.694 0.640 0.314
C -1.565 0.019 -0.992
C 2.045 -0.071 0.192
N -0.775 -1.042 -0.666
S -1.952 1.293 0.342
S -1.260 -1.878 0.734
H 0.083 2.470 1.151
H -0.990 0.663 -1.693
H -2.537 -0.168 -1.432
H 2.632 0.429 -0.485
H 1.714 -1.132 -0.120
H 2.446 0.034 1.268
H -0.304 -2.725 0.638

Properties
Multiplicity: 1

natural (NBO) charges, unit e, in atom order:
1 C -0.506
2 C 0.212
3 C -0.356
4 C -0.695
5 N -0.573
6 S 0.186
7 S 0.217
8 H 0.261
9 H 0.218
10 H 0.214
11 H 0.230
12 H 0.265
13 H 0.237
14 H 0.090

***

## x
Here is one molecule with the formula C4H7NS2 from OMol25. Energies are from ωB97M-V/def2-TZVPD.

Cartesian coordinates (Å):
C 1.074 0.541 0.329
C 2.406 0.303 0.728
C -1.623 -1.823 -0.602
C 0.759 1.440 -0.738
N 0.003 -0.221 0.910
S -2.724 1.055 -0.081
S -1.446 -0.400 0.380
H 2.626 -0.259 1.587
H 3.083 0.816 0.053
H -1.161 -1.398 -1.457
H -2.206 -2.720 -0.338
H 1.417 1.962 -1.386
H -0.295 1.527 -1.053
H -1.914 -0.824 1.668

Properties
Multiplicity: 1

natural (NBO) charges, unit e, in atom order:
1 C 0.071
2 C -0.366
3 C -0.553
4 C -0.390
5 N -0.878
6 S -0.414
7 S 1.179
8 H 0.205
9 H 0.200
10 H 0.213
11 H 0.253
12 H 0.194
13 H 0.188
14 H 0.096

***

Q: What are the energies relative to the best structure? A: w 0.0000; x 0.0922, in hartree.

***

## w
Here is one molecule with the formula C4H7NS2 from OMol25. Energies are from ωB97M-V/def2-TZVPD.

Cartesian coordinates (Å):
C 3.105 0.151 0.112
S 1.774 -0.976 0.011
C 0.452 0.051 -0.232
S 0.524 1.803 -0.094
C -0.750 -0.660 -0.364
C -1.953 0.114 0.021
N -3.275 -0.284 0.056
H 3.253 0.835 0.880
H 3.189 0.583 -0.799
H 4.010 -0.500 0.027
H -0.803 -1.677 -0.505
H -1.879 1.240 0.306
H -3.963 0.519 0.182
H -3.684 -1.197 0.399

Properties
Multiplicity: 1

natural (NBO) charges, unit e, in atom order:
1 C -0.763
2 S 0.390
3 C -0.258
4 S -0.261
5 C -0.443
6 C 0.171
7 N -0.802
8 H 0.241
9 H 0.232
10 H 0.223
11 H 0.218
12 H 0.242
13 H 0.398
14 H 0.412

***

## x
Here is one molecule with the formula C4H7NS2 from OMol25. Energies are from ωB97M-V/def2-TZVPD.

Cartesian coordinates (Å):
C -2.013 0.236 1.234
C -2.839 -0.785 0.837
C 2.485 0.390 -0.400
C 1.111 0.295 -1.003
N -0.793 0.287 0.787
S -2.258 -2.062 -0.062
S -0.098 -0.800 -0.084
H -2.308 1.009 1.889
H -3.987 -0.731 0.916
H 2.559 1.138 0.387
H 2.930 -0.584 0.034
H 3.186 0.811 -1.195
H 1.043 -0.442 -1.903
H 0.984 1.237 -1.437

Properties
Multiplicity: 1

natural (NBO) charges, unit e, in atom order:
1 C -0.058
2 C -0.390
3 C -0.623
4 C -0.590
5 N -0.621
6 S 0.034
7 S 0.747
8 H 0.205
9 H 0.230
10 H 0.216
11 H 0.211
12 H 0.212
13 H 0.197
14 H 0.229

***

## y
Here is one molecule with the formula C4H7NS2 from OMol25. Energies are from ωB97M-V/def2-TZVPD.

Cartesian coordinates (Å):
C -3.199 0.028 -0.002
S -1.718 -0.981 -0.007
C -0.408 0.195 0.016
S -0.661 1.835 0.011
C 0.869 -0.475 0.029
C 2.024 0.234 -0.026
N 3.267 -0.285 0.004
H -3.212 0.699 -0.880
H -3.269 0.622 0.913
H -4.043 -0.671 -0.049
H 0.908 -1.560 0.066
H 1.964 1.324 -0.093
H 4.066 0.314 -0.017
H 3.411 -1.278 0.035

Properties
Multiplicity: 1

natural (NBO) charges, unit e, in atom order:
1 C -0.762
2 S 0.310
3 C -0.266
4 S -0.145
5 C -0.447
6 C 0.135
7 N -0.765
8 H 0.242
9 H 0.237
10 H 0.230
11 H 0.211
12 H 0.226
13 H 0.400
14 H 0.394

***

Q: What are the energies relative to the best structure? A: w 0.0622; x 0.0927; y 0.0000, in hartree.

***

## w
Here is a 2-piece molecular cluster, C6H8N2O2 overall from OMol25. Energies are from ωB97M-V/def2-TZVPD.

Cartesian coordinates (Å):
O -4.321 -0.860 -1.045
C -3.101 -0.795 -1.173
C -2.210 -2.030 -1.183
C -0.919 -1.647 -0.802
N -0.424 -0.490 -0.496
C -1.034 0.699 -0.606
O -0.499 1.806 -0.158
N -2.444 0.491 -0.932
H -2.470 -3.019 -1.449
H -0.102 -2.418 -0.839
H 0.500 -0.595 0.357
H -3.023 1.361 -0.992
C 2.833 1.144 1.165
C 3.852 1.382 1.919
H 2.461 1.949 0.547
H 2.377 0.107 1.087
H 4.253 2.369 2.114
H 4.272 0.545 2.486

Properties
Multiplicity: 1

natural (NBO) charges, unit e, in atom order:
1 O -0.573
2 C 0.644
3 C -0.374
4 C 0.062
5 N -0.602
6 C 0.773
7 O -0.625
8 N -0.665
9 H 0.252
10 H 0.209
11 H 0.452
12 H 0.443
13 C -0.376
14 C -0.384
15 H 0.212
16 H 0.162
17 H 0.202
18 H 0.187

***

## x
Here is one molecule with the formula C6H8N2O2 from OMol25. Energies are from ωB97M-V/def2-TZVPD.

Cartesian coordinates (Å):
O 0.329 1.713 -3.948
C 0.446 1.325 -2.801
N 0.525 1.076 -1.637
C 1.401 -0.007 -1.208
C 1.509 -0.185 0.312
C 0.308 -0.895 1.039
C -0.987 -0.035 0.937
N -2.148 -0.610 1.691
C -3.204 -0.096 1.768
O -4.244 0.507 1.835
H 1.007 -0.893 -1.676
H 2.411 0.121 -1.571
H 2.424 -0.770 0.476
H 1.767 0.682 0.929
H 0.083 -1.899 0.614
H 0.548 -1.101 2.065
H -1.388 0.062 -0.118
H -0.787 1.006 1.293

Properties
Multiplicity: 1

natural (NBO) charges, unit e, in atom order:
1 O -0.521
2 C 0.870
3 N -0.550
4 C -0.222
5 C -0.412
6 C -0.404
7 C -0.211
8 N -0.553
9 C 0.862
10 O -0.537
11 H 0.200
12 H 0.203
13 H 0.219
14 H 0.219
15 H 0.205
16 H 0.218
17 H 0.211
18 H 0.202

***

## y
Here is one molecule with the formula C6H8N2O2 from OMol25. Energies are from ωB97M-V/def2-TZVPD.

Cartesian coordinates (Å):
H 1.137 1.197 0.042
N 1.687 0.567 -0.575
C 1.389 -0.589 -0.200
C 0.536 -1.136 0.910
C 0.046 -0.122 1.877
C -0.861 0.785 1.636
C -1.384 0.938 0.349
C -1.127 0.259 -0.741
N -0.972 -0.013 -1.975
O -1.512 -0.941 -2.588
O -0.009 0.705 -2.749
H 1.914 -1.501 -0.662
H 1.269 -1.734 1.433
H -0.256 -1.699 0.446
H 0.603 -0.008 2.831
H -0.967 1.641 2.228
H -2.285 1.473 0.433
H 0.793 0.178 -2.695

Properties
Multiplicity: 1

natural (NBO) charges, unit e, in atom order:
1 H 0.337
2 N -0.606
3 C 0.149
4 C -0.556
5 C -0.115
6 C -0.249
7 C -0.283
8 C 0.225
9 N 0.297
10 O -0.482
11 O -0.536
12 H 0.164
13 H 0.241
14 H 0.261
15 H 0.211
16 H 0.220
17 H 0.232
18 H 0.489

***

## z
Here is a 3-piece molecular cluster, C6H8N2O2 overall from OMol25. Energies are from ωB97M-V/def2-TZVPD.

Cartesian coordinates (Å):
N -3.987 -0.916 0.633
C -2.968 -0.601 -0.364
C -2.260 0.669 -0.035
C -0.941 1.018 0.123
C -0.931 2.415 0.490
C -2.229 2.808 0.461
O -3.024 1.765 0.119
C 0.207 0.146 0.063
N 0.819 -0.766 0.595
H -4.782 -0.290 0.543
H -4.338 -1.857 0.483
H -2.221 -1.404 -0.372
H -3.369 -0.513 -1.390
H -0.073 3.045 0.707
H -2.732 3.731 0.731
O 1.125 -0.301 -1.643
H 1.479 -1.144 -0.667
H 0.345 -0.355 -2.205

Properties
Multiplicity: 1

natural (NBO) charges, unit e, in atom order:
1 N -0.817
2 C -0.272
3 C 0.363
4 C -0.263
5 C -0.266
6 C 0.091
7 O -0.398
8 C 0.476
9 N -0.522
10 H 0.361
11 H 0.364
12 H 0.223
13 H 0.189
14 H 0.246
15 H 0.215
16 O -0.982
17 H 0.521
18 H 0.471

***

Q: What are the energies relative to the best structure? A: w 0.0677; x 0.0000; y 0.2408; z 0.1297, in hartree.

***

## w
Here is a 2-piece molecular cluster, C7H7NO3 overall from OMol25. Energies are from ωB97M-V/def2-TZVPD.

Cartesian coordinates (Å):
C 0.990 -0.072 1.969
C 1.560 0.630 0.950
C -0.380 -0.408 1.889
C -1.007 -0.087 0.683
C 1.015 0.841 -0.349
C -0.363 0.411 -0.444
C -1.237 0.728 -1.648
N 0.312 -1.513 -1.057
O 1.010 -1.970 -0.192
O 1.527 1.534 -1.246
O -0.075 -1.834 -2.119
H 1.633 -0.276 2.741
H 2.631 0.890 1.057
H -1.019 -0.700 2.728
H -2.062 -0.370 0.776
H -2.225 0.937 -1.168
H -1.422 -0.215 -2.214
H -0.887 1.474 -2.356

Properties
Multiplicity: 1

natural (NBO) charges, unit e, in atom order:
1 C -0.166
2 C -0.243
3 C -0.158
4 C -0.251
5 C 0.382
6 C 0.028
7 C -0.658
8 N 0.558
9 O -0.317
10 O -0.510
11 O -0.283
12 H 0.217
13 H 0.224
14 H 0.225
15 H 0.225
16 H 0.222
17 H 0.252
18 H 0.255

***

## x
Here is one molecule with the formula C7H7NO3 from OMol25. Energies are from ωB97M-V/def2-TZVPD.

Cartesian coordinates (Å):
O 1.260 2.018 0.009
C 0.260 1.428 -0.386
C -1.004 1.309 0.379
C -1.921 0.398 -0.084
C -1.622 -0.707 -0.881
C -0.403 -1.274 -0.974
C 0.788 -0.761 -0.203
C 0.658 -0.757 1.397
O -0.203 -1.336 1.897
N 1.882 -0.685 -0.833
O 3.004 -0.193 -0.162
H 0.061 1.239 -1.348
H -1.130 1.800 1.340
H -2.938 0.404 0.423
H -2.529 -1.252 -1.247
H -0.256 -2.082 -1.605
H 1.436 -0.182 2.002
H 2.656 0.634 0.278

Properties
Multiplicity: 1

natural (NBO) charges, unit e, in atom order:
1 O -0.593
2 C 0.366
3 C -0.294
4 C -0.139
5 C -0.239
6 C -0.127
7 C 0.014
8 C 0.420
9 O -0.477
10 N -0.064
11 O -0.551
12 H 0.135
13 H 0.239
14 H 0.226
15 H 0.230
16 H 0.229
17 H 0.142
18 H 0.484

***

Q: What are the energies relative to the best structure? A: w 0.0113; x 0.0000, in hartree.

***

## w
Here is H2N2O3S as an isolated structure from OMol25. Energies are from ωB97M-V/def2-TZVPD.

Cartesian coordinates (Å):
N 0.978 -0.595 -0.228
N -0.295 1.075 -1.173
O 0.258 -2.111 1.744
O -0.684 0.180 1.430
O 0.854 0.733 -0.383
S 0.320 -0.826 1.165
H -0.327 0.463 -1.935
H -1.105 1.080 -0.620

Properties
Multiplicity: 1

natural (NBO) charges, unit e, in atom order:
1 N -0.475
2 N -0.505
3 O -0.808
4 O -0.846
5 O -0.251
6 S 2.185
7 H 0.345
8 H 0.356

***

## x
Here is one molecule with the formula H2N2O3S from OMol25. Energies are from ωB97M-V/def2-TZVPD.

Cartesian coordinates (Å):
N 0.445 1.258 0.759
N -0.376 -1.203 -0.821
O 0.789 -0.889 -0.896
O -0.964 -1.927 -1.549
O -1.095 -0.749 0.128
S -0.087 0.154 1.691
H -0.106 2.134 0.509
H 1.395 1.221 0.179

Properties
Multiplicity: 1

natural (NBO) charges, unit e, in atom order:
1 N -0.966
2 N 0.729
3 O -0.477
4 O -0.375
5 O -0.489
6 S 0.740
7 H 0.407
8 H 0.432

***

Q: What are the energies relative to the best structure? A: w 0.0146; x 0.0000, in hartree.

***

## w
Here is a 3-piece molecular cluster, C2H9NO3 overall from OMol25. Energies are from ωB97M-V/def2-TZVPD.

Cartesian coordinates (Å):
O 0.521 0.149 -0.442
C 0.133 -0.979 0.104
C -1.164 -1.601 -0.285
N -1.114 -2.912 -0.961
H 0.658 -1.320 1.020
H -1.618 -0.862 -0.939
H -1.785 -1.757 0.601
H -0.704 -3.585 -0.319
H -0.431 -2.865 -1.704
H -1.311 5.323 1.688
H -1.187 3.818 1.502
O -0.663 4.610 1.690
H 2.158 0.440 -0.398
H 3.349 1.129 -1.091
O 3.158 0.414 -0.466

Properties
Net charge: -1
Multiplicity: 2

natural (NBO) charges, unit e, in atom order:
1 O -0.818
2 C 0.003
3 C -0.324
4 N -0.878
5 H 0.081
6 H 0.184
7 H 0.150
8 H 0.327
9 H 0.337
10 H 0.456
11 H 0.478
12 O -0.935
13 H 0.514
14 H 0.437
15 O -1.012

***

## x
Here is a 3-piece molecular cluster, C2H9NO3 overall from OMol25. Energies are from ωB97M-V/def2-TZVPD.

Cartesian coordinates (Å):
O 1.370 1.050 0.826
C 0.763 0.207 -0.112
C -0.436 -0.485 0.522
N -0.932 -1.630 -0.217
H 1.510 -0.548 -0.393
H -0.097 -0.737 1.528
H -1.194 0.302 0.614
H -0.261 -1.679 -3.362
H -1.921 -1.791 -0.092
H -0.634 3.058 2.019
H 0.500 0.747 -1.028
O -0.744 2.176 1.652
H -0.657 -1.624 -1.222
H 0.599 1.618 1.262
O 0.179 -1.517 -2.516

Properties
Net charge: -1
Multiplicity: 2

natural (NBO) charges, unit e, in atom order:
1 O -0.809
2 C -0.049
3 C -0.311
4 N -0.587
5 H 0.152
6 H 0.224
7 H 0.259
8 H 0.417
9 H 0.344
10 H 0.415
11 H 0.157
12 O -1.279
13 H 0.403
14 H 0.510
15 O -0.847

***

Q: What are the energies relative to the best structure? A: w 0.0000; x 0.0708, in hartree.